# 1
C19H20F3 | wB97M-V/def2-TZVPD

Calculated values
- Energy relative to the best compared isomer or geometry (same formula, charge and spin): 23.21 kcal/mol
- Energy: -28170.304 eV
- Kohn-Sham gap: 5.3038 eV
- Total charge: +1
- Molar mass: 305.4 Da

Each line ends with the Mulliken charge.
Element x y z (Å)
C1 2.78 -0.02 -2.28  -1.28
C2 2.00 -1.26 -1.85  -0.37
C3 1.35 -1.07 -0.47  -0.91
C4 0.71 -2.29 0.25  -0.45
C5 0.21 -1.99 1.60  -0.17
C6 0.05 -3.01 2.65  -0.93
H1 3.30 -0.16 -3.23  0.37
H2 2.13 0.86 -2.39  0.33
H3 3.55 0.23 -1.53  0.35
H4 1.23 -1.47 -2.61  0.32
H5 2.67 -2.13 -1.85  0.36
H6 2.12 -0.64 0.19  0.43
H7 0.57 -0.31 -0.59  0.37
H8 -0.16 -2.60 -0.36  0.33
H9 1.43 -3.14 0.25  0.48
H10 -0.53 -1.19 1.65  0.51
H11 -1.04 -3.07 2.87  0.44
H12 0.21 -3.96 2.09  0.66
F1 -0.51 -7.45 5.70  -0.29
C7 0.32 -6.68 4.93  0.06
C8 1.42 -7.27 4.33  -0.82
C9 2.33 -6.42 3.71  0.29
F2 3.46 -6.95 3.14  -0.30
C10 2.17 -5.04 3.68  -0.67
C11 1.03 -4.49 4.27  0.07
C12 0.80 -2.99 3.96  0.83
C13 0.17 -2.18 5.12  0.19
C14 -0.13 -0.80 5.01  -0.59
C15 -0.59 -0.09 6.13  -0.63
C16 -0.84 -0.74 7.34  -0.65
C17 -0.50 -2.08 7.44  0.06
F3 -0.60 -2.75 8.63  -0.29
C18 0.07 -2.78 6.38  -0.67
C19 0.07 -5.31 4.88  -0.66
H13 1.57 -8.33 4.35  0.53
H14 2.88 -4.39 3.16  0.42
H15 1.84 -2.57 3.89  0.50
H16 0.06 -0.29 4.05  0.31
H17 -0.72 0.99 6.05  0.40
H18 -1.24 -0.24 8.20  0.47
H19 0.44 -3.80 6.53  0.87
H20 -0.84 -4.89 5.33  0.77

---

# 2
C19H20F4N2O4Ta | wB97M-V/def2-TZVPD

Calculated values
- Energy relative to the best compared isomer or geometry (same formula, charge and spin): 27.83 kcal/mol
- Energy: -43613.994 eV
- Kohn-Sham gap: 7.8719 eV
- Total charge: +1
- Molar mass: 597.3 Da

Each line ends with the Mulliken charge.
Element x y z (Å)
Ta1 0.31 0.96 0.82  1.45
C1 -3.28 1.46 1.13  -0.64
C2 -2.21 1.32 1.96  -0.69
C3 -1.20 2.33 1.58  0.01
C4 -1.83 3.11 0.50  -0.82
C5 -3.05 2.57 0.23  -0.41
H1 -4.17 0.86 1.16  0.54
H2 -2.11 0.63 2.78  0.53
H3 -0.68 2.88 2.37  0.74
H4 -1.39 3.98 0.04  0.56
H5 -3.75 2.92 -0.51  0.51
C6 0.75 -1.21 -3.09  -1.34
C7 1.15 -0.29 -1.94  -0.31
N1 0.09 0.62 -1.40  0.37
C8 0.04 1.92 -2.16  -0.24
C9 -0.23 1.84 -3.65  -1.39
C10 -1.26 -0.02 -1.31  -0.73
C11 -1.24 -1.19 -0.33  -0.90
N2 -0.29 -0.91 0.77  0.67
C12 0.26 -2.04 1.42  -0.02
C13 1.64 -2.20 1.52  0.30
F1 2.44 -1.27 0.96  -0.41
C14 2.19 -3.29 2.16  0.13
F2 3.52 -3.39 2.22  -0.27
C15 1.39 -4.26 2.72  -0.51
C16 0.02 -4.11 2.63  0.20
F3 -0.79 -5.02 3.17  -0.28
C17 -0.55 -3.01 2.00  0.34
F4 -1.87 -2.88 1.95  -0.31
H6 1.64 -1.74 -3.41  0.48
H7 0.02 -1.96 -2.79  0.25
H8 0.36 -0.68 -3.95  0.30
H9 1.52 -0.91 -1.12  0.01
H10 1.98 0.36 -2.24  0.49
H11 -0.74 2.52 -1.69  0.09
H12 0.99 2.41 -1.98  0.34
H13 -1.14 1.27 -3.88  0.34
H14 -0.38 2.85 -4.02  0.44
H15 0.60 1.41 -4.20  0.34
H16 -1.95 0.76 -0.98  0.23
H17 -1.60 -0.38 -2.28  0.57
H18 -2.25 -1.34 0.05  0.49
H19 -0.92 -2.10 -0.83  0.44
H20 1.82 -5.11 3.23  0.52
O1 4.02 2.53 0.81  -0.45
C18 2.99 2.03 1.07  0.43
O2 1.95 1.84 0.21  -0.91
C19 2.60 1.47 2.48  0.58
O3 3.24 1.55 3.46  -0.42
O4 1.35 0.88 2.39  -0.63

---

# 3
C19H20F6N5O2 | wB97M-V/def2-TZVPD

Calculated values
- Energy relative to the best compared isomer or geometry (same formula, charge and spin): 229.26 kcal/mol
- Energy: -47852.286 eV
- Kohn-Sham gap: 7.2480 eV
- Total charge: +1
- Molar mass: 464.4 Da

Each line ends with the Mulliken charge.
Element x y z (Å)
N1 0.69 3.83 -2.55  -0.37
C1 -0.38 3.11 -2.31  0.44
O1 -1.49 2.20 -1.86  -0.25
C2 -1.41 2.26 -0.37  0.17
C3 -2.18 3.51 0.36  -0.45
C4 -2.09 3.66 1.99  -0.26
C5 -1.18 2.50 2.78  0.01
C6 -0.94 2.50 4.41  -0.55
C7 -0.06 3.83 4.87  0.60
O2 1.26 3.70 5.08  -0.43
F1 -0.67 5.18 5.12  -0.23
C8 -0.49 1.28 1.86  0.08
N2 -0.59 1.17 0.36  0.37
C9 0.04 0.11 -0.52  -0.42
C10 1.19 -0.80 0.21  0.02
C11 0.57 -2.32 0.48  -1.09
C12 -0.19 -2.45 1.93  0.88
F2 -1.54 -1.81 1.96  -0.31
F3 0.66 -1.94 3.07  -0.32
C13 -0.46 -4.06 2.29  0.55
F4 -1.15 -4.18 3.61  -0.23
F5 -1.25 -4.76 1.24  -0.22
F6 0.89 -4.69 2.47  -0.24
H1 -2.80 4.32 -0.25  0.40
H2 -2.62 4.54 2.55  0.38
H3 -0.25 1.56 4.63  0.33
H4 -1.97 2.41 4.94  0.38
H5 0.12 0.49 2.47  0.11
H6 -0.82 -0.59 -0.95  0.29
H7 0.56 0.63 -1.46  0.38
H8 2.08 -0.97 -0.57  -0.31
H9 1.68 -0.32 1.16  0.40
H10 -0.19 -2.61 -0.39  0.35
H11 1.46 -3.09 0.42  0.43
C14 5.33 0.29 -1.36  -0.78
C15 4.03 -0.31 -1.86  0.58
N3 2.95 -0.80 -2.28  -0.61
H12 5.61 1.16 -1.97  0.29
H13 5.22 0.61 -0.32  0.28
H14 6.13 -0.45 -1.42  0.29
C16 -1.05 -7.68 -0.26  -0.28
C17 -0.69 -7.72 -1.74  0.28
N4 -0.39 -7.76 -2.97  -0.40
H15 -0.82 -6.69 0.15  -0.12
H16 -2.11 -7.88 -0.14  0.26
H17 -0.47 -8.43 0.28  0.28
C18 -1.59 4.32 -6.31  -0.75
C19 -1.91 5.06 -5.02  0.40
N5 -2.18 5.67 -3.95  -0.46
H18 -0.52 4.12 -6.37  0.27
H19 -2.13 3.37 -6.34  0.26
H20 -1.89 4.93 -7.17  0.31

---

# 4
C19H20N2O8S | wB97M-V/def2-TZVPD

Calculated values
- Energy relative to the best compared isomer or geometry (same formula, charge and spin): 3.91 kcal/mol
- Energy: -50224.216 eV
- Structure (SMILES): CCOC(=O)c1c(NC(=O)COC(=O)CNC(=O)c2ccco2)sc(C(C)=O)c1C
- Kohn-Sham gap: 8.5297 eV
- Molar mass: 436.4 Da

Each line ends with the Mulliken charge.
Element x y z (Å)
C1 -1.53 -3.88 -2.27  -1.20
C2 -1.05 -3.55 -0.86  -0.13
H1 -1.87 -3.17 -0.25  0.16
H2 -0.60 -4.43 -0.39  0.41
O1 -0.01 -2.57 -0.87  -0.24
C3 -0.36 -1.32 -1.03  1.40
O2 -1.51 -0.96 -1.25  -0.84
C4 0.74 -0.35 -0.92  0.16
C5 0.48 1.00 -1.03  -0.46
N1 -0.77 1.53 -1.21  0.11
C6 -1.05 2.85 -1.09  0.68
O3 -0.19 3.70 -1.03  -0.63
C7 -2.55 3.11 -0.94  -0.73
H3 -3.10 2.82 -1.85  0.41
H4 -2.73 4.16 -0.71  0.33
O4 -2.97 2.31 0.16  -0.30
C8 -3.83 1.29 -0.05  0.68
O5 -4.45 1.14 -1.06  -0.60
C9 -3.87 0.39 1.17  -0.68
N2 -2.65 0.48 1.94  -0.19
C10 -1.70 -0.49 1.86  0.10
O6 -1.96 -1.64 1.54  -0.63
C11 -0.35 -0.04 2.22  0.59
C12 0.19 1.22 2.35  0.02
C13 1.57 1.04 2.59  -0.94
C14 1.77 -0.31 2.59  -0.42
O7 0.62 -0.96 2.37  -0.39
H5 2.66 -0.90 2.72  0.52
H6 2.31 1.80 2.74  0.53
H7 -0.31 2.16 2.26  0.51
H8 -2.36 1.42 2.18  0.28
H9 -4.74 0.66 1.79  0.39
H10 -3.99 -0.64 0.84  0.38
H11 -1.49 0.78 -1.30  0.22
S1 1.85 1.99 -0.82  -0.23
C15 2.84 0.57 -0.55  0.94
C16 2.11 -0.60 -0.64  -0.78
C17 2.68 -1.96 -0.46  -1.51
H12 2.52 -2.55 -1.36  0.37
H13 2.16 -2.47 0.35  0.31
H14 3.74 -1.91 -0.24  0.43
C18 4.26 0.73 -0.24  0.92
O8 4.98 -0.19 0.09  -0.64
C19 4.78 2.15 -0.34  -1.51
H15 4.64 2.52 -1.36  0.40
H16 5.83 2.17 -0.09  0.39
H17 4.22 2.80 0.33  0.36
H18 -1.99 -3.01 -2.73  0.31
H19 -2.26 -4.68 -2.23  0.41
H20 -0.69 -4.20 -2.89  0.32

---

# 5
C19H20N4O2PbS | wB97M-V/def2-TZVPD

Calculated values
- Energy: -46116.792 eV
- Kohn-Sham gap (spin up / spin down): 2.4700 / 2.7370 eV
- Total charge: +4
- Molar mass: 575.7 Da

Each line ends with the Mulliken charge.
Element x y z (Å)
N1 -1.21 1.76 -4.00  -0.46
C1 -1.87 1.24 -4.86  0.40
C2 -2.70 0.66 -5.96  -0.77
H1 -2.45 -0.41 -6.12  0.28
H2 -2.55 1.26 -6.90  0.30
H3 -3.77 0.69 -5.72  0.30
N2 1.08 3.66 2.01  -0.44
C3 0.99 4.55 2.74  0.34
C4 0.85 5.67 3.67  -0.75
H4 1.09 6.61 3.15  0.29
H5 1.53 5.54 4.51  0.29
H6 -0.18 5.71 4.04  0.29
N3 2.85 -2.77 1.93  -0.46
C5 2.87 -3.96 1.97  0.40
C6 2.92 -5.45 2.08  -0.77
H7 2.51 -5.78 3.05  0.30
H8 3.98 -5.79 2.05  0.30
H9 2.32 -5.93 1.28  0.27
Pb1 1.16 0.27 -0.68  1.21
C7 0.04 -0.04 1.90  0.07
O1 -0.24 -0.12 3.01  -0.14
C8 -1.30 1.38 -0.04  0.06
O2 -2.31 1.91 0.10  -0.13
C9 2.32 1.61 -2.44  -0.31
C10 2.60 0.25 -2.66  -0.35
C11 3.26 -0.51 -1.65  -0.40
C12 3.65 0.11 -0.44  -0.29
C13 3.35 1.48 -0.22  -0.41
C14 2.69 2.23 -1.21  -0.40
H10 1.83 2.15 -3.26  0.46
H11 2.36 -0.21 -3.63  0.55
H12 3.52 -1.57 -1.84  0.57
H13 4.19 -0.52 0.28  0.46
H14 3.62 1.95 0.73  0.52
H15 2.46 3.28 -1.04  0.53
S1 -1.47 -2.61 -1.05  0.34
C15 -2.55 -2.09 0.16  0.15
N4 -2.29 -2.26 1.55  0.01
C16 -3.25 -2.13 2.52  -0.04
C17 -4.47 -1.58 2.18  -0.37
C18 -4.62 -1.03 0.92  -0.24
C19 -3.70 -1.26 -0.08  -0.18
H16 -1.42 -2.74 1.82  0.32
H17 -3.03 -2.48 3.53  0.47
H18 -5.29 -1.58 2.93  0.45
H19 -5.54 -0.41 0.74  0.48
H20 -3.82 -0.76 -1.05  0.49

---

# 6
C19H20N4O2S2 | wB97M-V/def2-TZVPD

Calculated values
- Energy relative to the best compared isomer or geometry (same formula, charge and spin): 64.02 kcal/mol
- Energy: -51752.089 eV
- Structure (SMILES): CS(=O)(=O)c1cccc2c1Nc1ccccc1S2.CC#N.CC#N.CC#N
- Kohn-Sham gap: 8.2506 eV
- Molar mass: 400.5 Da

Each line ends with the Mulliken charge.
Element x y z (Å)
C1 -3.93 5.20 1.84  -1.04
S1 -2.16 5.52 1.63  1.50
O1 -1.51 5.59 2.92  -0.69
O2 -2.01 6.79 0.96  -0.73
C2 -1.45 4.26 0.60  0.10
C3 -1.18 4.60 -0.70  -0.67
C4 -0.63 3.68 -1.56  -0.77
C5 -0.31 2.42 -1.10  -0.33
C6 -0.58 2.08 0.20  0.54
C7 -1.17 2.97 1.08  -0.02
N1 -1.49 2.64 2.40  -0.20
C8 -0.52 1.86 3.08  0.04
C9 -0.24 2.18 4.40  -0.50
C10 0.67 1.47 5.15  -0.74
C11 1.32 0.39 4.57  -0.48
C12 1.07 0.08 3.26  -0.57
C13 0.16 0.80 2.51  0.88
S2 -0.19 0.44 0.80  -0.23
H1 -4.44 5.88 1.17  0.38
H2 -4.10 4.15 1.55  0.37
H3 -4.17 5.37 2.89  0.35
H4 -1.41 5.59 -1.10  0.44
H5 -0.45 3.96 -2.59  0.39
H6 0.14 1.71 -1.79  0.35
H7 -1.73 3.46 2.96  0.19
H8 -0.74 3.03 4.87  0.32
H9 0.87 1.76 6.18  0.36
H10 2.02 -0.19 5.17  0.37
H11 1.59 -0.77 2.83  0.37
C14 3.39 -0.94 -1.96  -0.82
C15 1.94 -0.85 -1.90  0.48
N2 0.79 -0.79 -1.85  -0.46
H12 3.71 -1.91 -2.33  0.28
H13 3.81 -0.17 -2.61  0.28
H14 3.83 -0.81 -0.97  0.26
C16 0.06 -4.63 -3.44  -0.75
C17 1.43 -4.49 -2.99  0.43
N3 2.52 -4.38 -2.64  -0.46
H15 -0.16 -5.65 -3.74  0.23
H16 -0.64 -4.36 -2.65  0.24
H17 -0.15 -3.98 -4.29  0.28
C18 1.29 -9.26 -4.07  -0.77
C19 0.43 -8.44 -3.24  0.40
N4 -0.25 -7.80 -2.57  -0.40
H18 0.71 -9.98 -4.64  0.27
H19 1.85 -8.64 -4.78  0.27
H20 2.02 -9.81 -3.47  0.26

---

# 7
C19H20N4O3 | wB97M-V/def2-TZVPD

Calculated values
- Energy relative to the best compared isomer or geometry (same formula, charge and spin): 0.00 kcal/mol
- Energy: -32132.899 eV
- Structure (SMILES): CCc1cccc(NC(=O)CNC(=O)N2CC(=O)Nc3ccccc32)c1
- Kohn-Sham gap: 9.0453 eV
- Molar mass: 352.4 Da

Each line ends with the Mulliken charge.
Element x y z (Å)
C1 -6.08 -2.61 1.00  -1.43
H1 -6.52 -2.48 0.01  0.38
H2 -6.74 -2.14 1.73  0.32
H3 -6.04 -3.67 1.22  0.38
C2 -4.68 -2.02 1.05  -0.20
C3 -4.57 -0.58 0.61  0.26
C4 -3.33 -0.11 0.21  -0.58
C5 -3.16 1.21 -0.19  0.75
C6 -4.25 2.07 -0.19  -0.76
C7 -5.49 1.60 0.21  -0.78
C8 -5.65 0.29 0.61  -0.51
H4 -6.63 -0.05 0.92  0.29
H5 -6.34 2.27 0.20  0.38
H6 -4.13 3.10 -0.51  0.35
N1 -1.92 1.72 -0.60  -0.07
C9 -0.72 1.11 -0.68  0.87
O1 -0.48 -0.04 -0.39  -0.72
C10 0.38 2.03 -1.21  -1.16
N2 1.65 1.36 -1.12  -0.11
C11 2.67 1.96 -0.43  0.60
O2 2.64 3.13 -0.10  -0.73
N3 3.76 1.16 -0.15  0.13
C12 3.93 -0.17 -0.54  0.11
C13 3.63 -0.65 -1.81  -0.17
C14 3.83 -1.98 -2.12  -0.71
C15 4.34 -2.85 -1.17  -0.67
C16 4.67 -2.39 0.09  -0.57
C17 4.48 -1.05 0.41  0.41
N4 4.79 -0.56 1.67  -0.09
C18 4.95 0.76 1.97  0.49
O3 5.26 1.14 3.07  -0.64
C19 4.75 1.68 0.77  -0.85
H7 4.43 2.66 1.11  0.34
H8 5.72 1.79 0.26  0.32
H9 5.00 -1.22 2.41  0.23
H10 5.08 -3.06 0.84  0.37
H11 4.49 -3.89 -1.41  0.39
H12 3.59 -2.34 -3.11  0.39
H13 3.26 0.03 -2.56  0.52
H14 1.55 0.35 -1.03  0.39
H15 0.17 2.28 -2.26  0.25
H16 0.44 2.96 -0.63  0.43
H17 -1.95 2.70 -0.87  0.20
H18 -2.48 -0.78 0.21  0.59
H19 -4.01 -2.62 0.43  0.35
H20 -4.30 -2.09 2.08  0.26

---

# 8
C19H20N4O3S2SbSe4Sn | wB97M-V/def2-TZVPD

Calculated values
- Energy relative to the best compared isomer or geometry (same formula, charge and spin): 21.25 kcal/mol
- Energy: -327551.162 eV
- Kohn-Sham gap: 6.6904 eV
- Total charge: +1
- Molar mass: 972.8 Da

Each line ends with the Mulliken charge.
Element x y z (Å)
Sn1 0.15 0.80 -0.96  1.50
C1 -0.24 -1.07 1.84  -0.25
C2 -1.69 -1.40 1.50  -1.12
C3 -1.87 -2.06 0.15  0.60
C4 -1.68 -3.43 0.01  -0.80
C5 -1.88 -4.01 -1.23  -0.45
C6 -2.25 -3.21 -2.29  -0.81
C7 -2.39 -1.85 -2.07  -0.31
N1 -2.19 -1.27 -0.88  0.07
N2 0.44 0.17 1.31  0.50
C8 1.87 0.00 1.60  -0.74
C9 2.77 0.86 0.76  0.73
C10 4.09 1.06 1.11  -1.05
C11 4.91 1.78 0.26  -0.37
C12 4.38 2.29 -0.92  -0.97
C13 3.04 2.07 -1.20  -0.18
N3 2.26 1.37 -0.36  0.54
C14 -0.06 1.38 2.00  -1.15
C15 -1.43 1.74 1.50  0.72
C16 -2.40 2.32 2.29  -1.13
C17 -3.63 2.59 1.72  -0.45
C18 -3.85 2.27 0.39  -0.98
C19 -2.83 1.70 -0.34  -0.25
N4 -1.65 1.44 0.22  0.49
H1 -0.12 -1.02 2.93  0.41
H2 0.37 -1.92 1.50  -0.40
H3 -1.98 -2.13 2.26  0.57
H4 -2.38 -0.57 1.61  0.42
H5 -1.43 -4.03 0.87  0.47
H6 -1.74 -5.08 -1.37  0.49
H7 -2.42 -3.62 -3.28  0.42
H8 -2.64 -1.18 -2.89  0.46
H9 2.06 0.19 2.67  0.51
H10 2.14 -1.03 1.42  -0.09
H11 4.47 0.63 2.04  0.50
H12 5.95 1.94 0.50  0.46
H13 4.98 2.85 -1.62  0.47
H14 2.57 2.43 -2.10  0.43
H15 -0.07 1.23 3.09  0.52
H16 0.64 2.20 1.79  0.46
H17 -2.19 2.54 3.33  0.53
H18 -4.42 3.04 2.31  0.45
H19 -4.80 2.46 -0.09  0.47
H20 -2.93 1.44 -1.39  0.62
Se1 1.85 -4.98 -2.66  -0.44
Sb1 2.10 -3.28 -1.06  0.96
Se2 4.20 -2.75 0.22  -0.32
Se3 2.33 -3.78 1.39  -0.35
Se4 0.93 -1.35 -2.13  -0.13
O1 -1.13 0.90 -2.69  -0.39
S1 -0.28 2.01 -3.37  0.91
O2 1.04 1.43 -3.56  -0.57
O3 -0.94 2.64 -4.45  -0.63
S2 -0.03 3.22 -1.70  -0.39